# C23H17ClN4O6Ta

A molecular structure, C23H17ClN4O6Ta (the ωB97M-V functional and the def2-TZVPD basis, the Open Molecules 2025 dataset).

Last column: Löwdin charge in e.
Cartesian coordinates (Å):
Ta: 0.2618 -0.6988 0.2988  1.69
O: 2.4779 4.5797 -0.6254  0.04
C: 3.3734 3.7565 -1.2032  -0.27
C: 4.4061 4.3459 -1.9338  -0.03
C: 5.3460 3.5609 -2.5720  -0.10
C: 5.2831 2.1726 -2.4974  -0.10
C: 4.2736 1.5855 -1.7609  -0.01
C: 3.3190 2.3555 -1.0986  -0.07
C: 2.2928 1.6379 -0.3105  -0.47
O: 2.4069 0.4255 -0.0489  -0.10
N: 1.2619 2.3877 0.1580  0.04
N: 0.4528 1.6019 0.8655  -0.08
C: -0.3527 2.1221 1.7249  -0.06
C: -0.9830 1.2097 2.6622  -0.25
C: -1.7583 1.6342 3.7383  -0.02
C: -2.1785 0.6951 4.6610  -0.07
C: -1.8038 -0.6319 4.5048  -0.05
C: -1.0452 -0.9758 3.3979  -0.11
N: -0.6548 -0.0797 2.4978  0.02
H: 1.7857 4.0055 -0.2113  0.06
H: 4.4358 5.4261 -1.9956  0.11
H: 6.1333 4.0368 -3.1452  0.09
H: 6.0097 1.5609 -3.0154  0.09
H: 4.1816 0.5106 -1.6823  0.12
H: -0.4196 3.1986 1.8464  0.13
H: -2.0037 2.6820 3.8459  0.11
H: -2.7816 0.9983 5.5077  0.11
H: -2.0944 -1.3886 5.2194  0.10
H: -0.7115 -1.9868 3.2081  0.11
Cl: -6.5779 -3.4359 -2.0010  0.62
C: -5.0860 -2.6143 -1.6168  -0.68
C: -4.7807 -1.4096 -2.2919  -0.09
C: -3.6319 -0.7271 -2.0263  0.02
C: -2.7015 -1.2190 -1.0593  -0.32
O: -1.6152 -0.5995 -0.8340  -0.19
C: -3.0347 -2.4326 -0.3988  -0.13
C: -2.1686 -2.8976 0.6164  -0.15
O: -1.1015 -2.3751 0.9665  -0.15
C: -4.2351 -3.1200 -0.6867  -0.07
H: -5.4776 -1.0417 -3.0340  0.10
H: -3.3707 0.1838 -2.5476  0.12
H: -2.4881 -3.7937 1.1720  0.14
H: -4.4651 -4.0405 -0.1635  0.11
C: 1.2745 -3.7521 -0.4704  -0.12
C: 0.9238 -2.4255 -1.1627  -0.47
O: 1.0702 -2.3895 -2.3653  -0.05
H: 1.5489 -4.4846 -1.2326  0.06
H: 0.4285 -4.1156 0.1160  0.04
H: 2.0894 -3.5897 0.2340  0.05
O: 1.3670 -1.5692 1.3503  -0.50
N: 0.5803 0.8300 -2.8119  0.01
C: 0.5377 0.2912 -1.7884  -0.38

Output
LUMO   1.6 eV
Total energy   -2074.48135 Eh
Energy above the lowest of the compared OMol25 structures with the same formula, charge and spin   88.9 kJ/mol
Strongest force on any atom   2.5 eV Å⁻¹
Total charge   -1